The following is a DFT calculation (the ωB97M-V functional and the def2-TZVPD basis) of a 5-piece molecular cluster, C31H28F4O4S overall at a distorted geometry.

Computed properties:
- HOMO: -9.06 eV
- Multiplicity: 1
- LUMO: -1.08 eV
- Orbital gap: 7.98 eV
- SMILES: CCSCC1=C(O)C(=O)OC1=O.Fc1ccccc1.Fc1ccccc1.Fc1ccccc1.Fc1ccccc1

```
68
C31H28F4O4S (the ωB97M-V functional and the def2-TZVPD basis)
C -5.74524 -7.48571 -2.38874
C -4.35403 -6.85445 -2.36273
S -3.63774 -7.05919 -0.70782
C -3.49729 -5.39723 0.00473
C -4.52891 -4.45406 -0.44220
C -4.52685 -3.60665 -1.44937
O -3.49987 -3.45490 -2.31936
C -5.79205 -2.79195 -1.51689
O -6.13232 -1.94804 -2.29903
O -6.51245 -3.20896 -0.42665
C -5.84233 -4.22873 0.22440
O -6.31110 -4.80768 1.16551
H -6.34729 -7.02710 -1.61611
H -6.20693 -7.39772 -3.36029
H -5.64018 -8.52385 -2.11508
H -4.35960 -5.83158 -2.70426
H -3.72674 -7.42883 -3.02836
H -2.52855 -4.93910 -0.13639
H -3.62568 -5.53048 1.06971
H -3.78051 -3.76064 -3.18545
F 0.49331 1.04564 -0.18927
C -0.72287 0.63523 -0.60914
C -1.13134 0.94750 -1.88975
C -2.37946 0.51775 -2.31655
C -3.19889 -0.20560 -1.46086
C -2.77172 -0.49895 -0.17345
C -1.52038 -0.08312 0.25671
H -0.47847 1.51663 -2.53832
H -2.71191 0.74648 -3.31969
H -4.17031 -0.53434 -1.79954
H -3.41344 -1.05246 0.50002
H -1.16302 -0.31071 1.25270
F 6.85693 -0.19753 -2.28547
C 5.83654 0.61528 -1.94274
C 4.67287 0.05862 -1.45089
C 3.62634 0.89742 -1.09541
C 3.75472 2.27174 -1.24415
C 4.93254 2.81157 -1.74464
C 5.98584 1.97903 -2.09377
H 4.59262 -1.01560 -1.34983
H 2.71154 0.47967 -0.70254
H 2.93488 2.92216 -0.96812
H 5.03059 3.87368 -1.86450
H 6.91483 2.37917 -2.47820
F 6.29610 5.56507 -1.43086
C 5.52912 6.52487 -0.87121
C 5.92757 7.08919 0.32311
C 5.13699 8.07589 0.89252
C 3.96266 8.47614 0.26927
C 3.57915 7.89174 -0.92940
C 4.36844 6.91010 -1.51070
H 6.84229 6.75722 0.79553
H 5.43836 8.53273 1.82505
H 3.34719 9.24358 0.71863
H 2.66307 8.19976 -1.41437
H 4.09139 6.44731 -2.44895
F 2.12626 -2.33788 4.86779
C 1.25890 -1.32508 5.05452
C 0.74385 -0.67186 3.95297
C -0.15269 0.36811 4.14957
C -0.51353 0.74584 5.43557
C 0.01982 0.07813 6.52908
C 0.91000 -0.96920 6.34160
H 1.04473 -0.97634 2.95883
H -0.56985 0.88658 3.29661
H -1.21004 1.55980 5.58443
H -0.25711 0.37296 7.53193
H 1.33125 -1.50708 7.18025
```

---

The following is a DFT calculation (the ωB97M-V functional and the def2-TZVPD basis) of an isolated ion of composition C7H9N and charge -1.

Computed properties:
- Total charge: -1
- HOMO (spin up / spin down): 0.61 / -2.34 eV
- Multiplicity: 2
- LUMO (spin up / spin down): 4.25 / 4.19 eV
- Orbital gap (spin up / spin down): 3.64 / 6.53 eV

```
17
C7H9N (the ωB97M-V functional and the def2-TZVPD basis)
C 1.71618 -0.04381 -0.80103
C 1.13979 0.82326 -1.69156
N -0.13715 1.08788 -1.22265
C -0.42541 0.29384 -0.11651
C 0.77226 -0.36763 0.21271
C 0.99443 -1.44029 1.24349
C -2.10404 -0.27528 1.66996
C -1.75321 0.15544 0.37971
H 2.74205 -0.36945 -0.90584
H 1.61040 1.37248 -2.49586
H -0.83930 1.57611 -1.75306
H 1.09635 -0.99054 2.22969
H 0.18692 -2.17217 1.24419
H 1.92946 -1.96939 1.02450
H -1.32562 -0.35960 2.42321
H -3.07507 -0.67655 1.92617
H -2.53520 0.32261 -0.37979
```

---

The following is a DFT calculation (the ωB97M-V functional and the def2-TZVPD basis) of C34H30BrIKN3O9S2 as an isolated structure at a distorted geometry.

Computed properties:
- Total charge: -2
- HOMO: -1.32 eV
- Multiplicity: 1
- LUMO: 3.77 eV
- Orbital gap: 5.09 eV

```
81
C34H30BrIKN3O9S2 (the ωB97M-V functional and the def2-TZVPD basis)
K 0.65028 -1.19888 0.10584
O 3.39982 -2.73472 -0.26527
S 3.83588 -1.33278 0.38352
O 2.71218 -0.40502 0.62780
O 3.35446 -1.85756 -1.50143
C 4.10717 -2.03653 2.09921
C 5.46516 -2.10822 2.39184
C 5.92655 -2.58654 3.61455
C 5.01124 -3.00769 4.56581
C 3.65089 -2.93565 4.28160
C 3.18052 -2.45115 3.06764
S 1.30034 -2.46034 3.01510
O 1.18787 -0.88975 3.25026
O 1.05034 -2.85453 1.61254
O -0.28736 -1.25650 3.25742
H 6.17224 -1.77901 1.63504
H 6.99038 -2.62971 3.82017
H 5.35142 -3.39007 5.52174
H 2.92307 -3.26434 5.01975
C 0.33250 7.13842 -2.17758
O -0.18762 5.84041 -2.01361
C -1.14797 5.66170 -1.05440
C -1.74381 6.68592 -0.34380
C -2.70133 6.39425 0.62962
C -3.02699 5.07582 0.88336
C -2.42026 4.04303 0.17265
C -1.48452 4.31483 -0.82115
N -0.82895 3.36403 -1.59435
C -0.88279 1.95985 -1.40924
N -2.15254 1.48379 -1.43030
C -2.65640 0.14798 -1.22096
C -1.82498 -0.95228 -1.08163
C -2.52423 -2.16024 -0.88466
C -3.90629 -2.27252 -0.81628
C -4.69787 -1.12941 -0.96885
C -4.05643 0.08211 -1.17625
O -4.73175 1.28910 -1.33153
C -6.13212 1.23666 -1.40818
N 0.17823 1.24748 -1.33112
C 1.43149 1.85497 -1.18999
C 2.45737 1.50443 -2.06884
C 3.71211 2.08915 -1.98608
C 3.97407 3.03794 -1.00556
C 2.98553 3.34867 -0.07885
C 1.73816 2.74692 -0.14670
O 0.82671 3.04804 0.83245
C 0.42450 1.92173 1.64200
H 1.11653 7.06416 -2.92652
H 0.75937 7.51526 -1.24408
H -0.43275 7.83808 -2.52670
H -1.46950 7.71421 -0.53199
H -3.16595 7.19908 1.18485
H -3.74869 4.83031 1.65305
H -2.65685 3.01464 0.40909
H 0.06733 3.67245 -1.93923
H -2.85817 2.16848 -1.63762
H -1.94356 -3.08028 -0.77270
H -4.39027 -3.23098 -0.64070
H -5.77524 -1.19768 -0.91151
H -6.47525 2.24932 -1.61504
H -6.57730 0.89633 -0.46721
H -6.46660 0.57005 -2.20970
H 2.24798 0.73634 -2.80410
H 4.49111 1.78244 -2.67399
H 4.95072 3.50149 -0.93338
H 3.17101 4.03864 0.73669
H 0.13766 2.32132 2.61223
H 1.25312 1.22418 1.77398
H -0.42570 1.38990 1.21057
Br 2.28177 -8.42702 -1.17334
C 0.48288 -7.87487 -0.91254
C -0.47553 -8.87863 -0.84852
C -1.81036 -8.55122 -0.67005
C -2.17884 -7.21935 -0.55887
C -1.21713 -6.22601 -0.61953
C 0.13386 -6.53409 -0.79353
I 1.48136 -4.94943 -0.79329
H -0.16508 -9.91091 -0.93962
H -2.55455 -9.33673 -0.61482
H -3.21774 -6.94665 -0.42063
H -1.50589 -5.18667 -0.52460
```

---

Number 1: M 572.620 g mol⁻¹. Number 2: M 107.156 g mol⁻¹. Number 3: M 934.666 g mol⁻¹.